(1)
Computed, not measured: 9 unconnected molecules or ions with the total composition C30H81N3O15 at a distorted geometry, with wB97M-V/def2-TZVPD.

Positions of all 129 atoms, in Å:
C -0.48628 5.45609 3.28816
O -1.15128 4.33209 2.68616
C -0.71928 3.10209 3.35416
C 0.27372 2.41309 2.43716
N 0.80372 1.32809 3.18016
C 1.86872 0.78909 2.46016
C 2.58872 -0.15091 3.35816
O 3.51372 -0.80591 3.00216
C 3.39172 -1.79491 1.97116
H 0.59472 5.34909 3.38516
H -0.91728 5.57809 4.25716
H -0.73428 6.37209 2.82516
H -1.61728 2.49009 3.42216
H -0.33628 3.15109 4.38216
H 1.04872 3.07209 2.07416
H -0.44028 2.13709 1.67416
H 0.06072 0.74809 2.92116
H 2.50172 1.63409 2.30616
H 1.66372 0.24409 1.49916
H 1.95172 -0.76391 3.90916
H 3.10172 0.40909 4.17116
H 4.32072 -2.45991 1.86816
H 3.20372 -1.44991 0.96316
H 2.59372 -2.47291 2.25516
C 5.21972 8.37909 -3.06984
O 5.91472 7.29609 -2.44884
C 5.08772 6.53509 -1.59484
C 5.24372 5.12009 -1.94584
N 4.25572 4.35309 -1.26684
C 4.20272 2.92409 -1.61584
C 3.42672 2.15909 -0.47784
O 2.83272 1.12209 -0.69684
C 3.65272 0.21909 -1.40584
H 4.44772 8.12509 -3.85584
H 5.87872 9.09709 -3.46284
H 4.75372 8.87709 -2.28284
H 4.07572 6.83509 -1.58884
H 5.47272 6.77409 -0.54484
H 6.18272 4.65509 -1.68384
H 5.20872 5.03109 -3.01184
H 4.68772 4.35609 -0.35684
H 5.15872 2.36809 -1.66684
H 3.64472 2.74009 -2.53984
H 2.63372 2.90309 -0.24084
H 3.91572 2.15409 0.44916
H 3.57072 0.26309 -2.52484
H 3.18272 -0.72391 -1.16184
H 4.67472 0.19109 -1.01684
C -0.67028 -1.44091 3.30716
O -1.45828 -0.42291 2.59316
C -1.98728 -0.88891 1.36716
C -2.97128 0.18309 1.00016
N -3.79028 -0.44591 -0.02584
C -4.73528 0.44609 -0.70984
C -5.62628 -0.25591 -1.65984
O -6.62028 0.30009 -2.17484
C -7.65528 0.48709 -1.22684
H -1.22728 -2.41191 3.24416
H -0.55428 -1.34491 4.31416
H 0.30272 -1.65691 2.80916
H -2.49728 -1.84591 1.55116
H -1.10028 -0.95391 0.68016
H -2.39428 1.07109 0.65716
H -3.54728 0.56309 1.81116
H -4.29428 -1.18891 0.52216
H -4.23428 1.28909 -1.20384
H -5.28728 0.82209 0.12516
H -5.83128 -1.23591 -1.19884
H -4.99128 -0.47291 -2.53484
H -7.86928 -0.42991 -0.71884
H -8.59228 0.54509 -1.76084
H -7.53128 1.29909 -0.47184
C -0.73928 -5.38991 1.64716
C -1.52928 -6.61591 1.54316
O -2.31228 -6.55991 2.67716
H -0.11528 -5.37891 2.48416
H -1.39528 -4.51491 1.82416
H -0.14728 -5.12391 0.74116
H -0.89128 -7.52391 1.53416
H -2.21228 -6.69891 0.75516
H -2.31128 -7.46191 3.04916
C 0.96472 -2.33391 -0.39284
C 0.63472 -2.25791 -1.76384
O -0.26928 -1.10991 -1.87784
H 1.19972 -1.36991 0.17316
H 1.69272 -3.15791 -0.27284
H 0.16172 -2.78591 0.12916
H 0.01972 -3.13291 -2.03984
H 1.44572 -2.01891 -2.42784
H -1.20928 -1.32291 -1.91684
C -2.93128 0.87309 -4.47284
C -3.79828 1.94809 -4.12184
O -2.99228 2.84709 -3.25084
H -2.65328 0.19309 -3.65684
H -2.04428 1.13709 -5.02884
H -3.44128 0.23209 -5.15184
H -4.61928 1.60909 -3.64084
H -4.05828 2.51509 -5.00484
H -2.06428 2.84209 -3.45284
C -3.49728 -3.05091 -2.04684
C -2.85628 -3.90791 -1.06584
O -3.63928 -5.10491 -1.11884
O -2.88828 -1.75891 -2.17584
H -4.59928 -2.93391 -1.82184
H -3.46528 -3.50691 -3.04284
H -2.79928 -3.58491 -0.05284
H -1.84028 -4.00391 -1.46184
H -4.08528 -5.05891 -0.28684
H -3.13328 -1.17191 -1.43884
C 0.19972 1.97709 -2.65684
C -0.21428 2.16709 -1.25684
O 0.36272 3.31509 -0.76484
O -0.32028 3.00509 -3.51084
H -0.44728 1.14809 -3.00284
H 1.24872 1.65809 -2.80384
H 0.13972 1.31509 -0.70284
H -1.29628 2.21709 -1.15884
H 0.53972 3.88509 -1.48484
H 0.38772 3.65109 -3.64684
C 2.71972 -6.80191 3.15816
C 3.36972 -5.68491 2.57316
O 2.49172 -5.23091 1.58616
O 3.43872 -7.36991 4.14216
H 2.42972 -7.52991 2.42916
H 1.87472 -6.26691 3.67316
H 4.23672 -5.90091 1.97116
H 3.54572 -4.84091 3.19616
H 1.68272 -4.86291 2.02416
H 2.78872 -7.67691 4.73016

Values from the calculation:
ΔE to the lowest compared entry with this formula, charge and spin   194.2 kcal/mol
Orbital gap   9.006 eV
Lowest unoccupied orbital energy   0.22 eV

---

(2)
Computed, not measured: a molecular structure, C28H40NO8OsP2Si at a distorted geometry, with wB97M-V/def2-TZVPD.

Positions of all 81 atoms, in Å:
Os -1.13709 0.76853 -0.28266
C -2.34339 5.31431 -0.78683
C -3.11889 4.01528 -0.65014
O -4.49920 4.22955 -0.92646
P -3.00155 3.28690 1.05242
O -2.98395 4.48893 2.08106
O -4.39518 2.61262 1.32943
O -1.88798 2.31895 1.27772
P -2.44260 2.68379 -1.69310
O -2.76818 3.05651 -3.20399
O -3.20043 1.42881 -1.34656
O -0.94376 2.56341 -1.47138
H -2.74620 6.06707 -0.11043
H -2.43636 5.69233 -1.80529
H -1.28773 5.14610 -0.56716
H -4.86742 3.46287 -1.38600
H -2.11064 4.84825 2.28327
H -5.15297 3.20112 1.20333
H -2.19170 3.72254 -3.59909
C 0.69969 0.71166 0.63020
Si 0.90942 -0.80036 1.72376
C -0.92528 -1.23606 1.98233
N -1.68428 -1.01596 0.71524
C -1.51698 -2.17781 -0.21759
C -2.20788 -3.45487 0.25166
C -3.68885 -3.20819 0.52793
C -3.84304 -2.05595 1.51558
C -3.14715 -0.80931 0.98412
C 1.64131 -0.39721 3.38805
C 2.72059 -1.11616 3.90488
C 3.26880 -0.78651 5.13783
C 2.74667 0.27061 5.86835
C 1.66694 0.99119 5.37325
C 1.12177 0.65973 4.14277
C 1.88080 -2.15532 0.88479
C 2.96307 -1.82355 0.06370
C 3.76956 -2.80861 -0.49090
C 3.50852 -4.14659 -0.22816
C 2.43952 -4.49627 0.58655
C 1.63552 -3.50814 1.13695
H 1.53797 0.80527 -0.06685
H 0.71846 1.60304 1.27467
H -1.31243 -0.54554 2.73695
H -1.09903 -2.24529 2.35781
H -0.44866 -2.35194 -0.34349
H -1.93785 -1.89044 -1.17775
H -1.72716 -3.84756 1.15093
H -2.08394 -4.20516 -0.53048
H -4.14604 -4.11178 0.93237
H -4.20585 -2.96534 -0.40578
H -3.42783 -2.33531 2.48704
H -4.89576 -1.81628 1.67083
H -3.24373 0.01838 1.68566
H -3.62302 -0.51159 0.04613
H 3.13741 -1.94020 3.33605
H 4.10463 -1.35387 5.52652
H 3.17811 0.53397 6.82553
H 1.25284 1.81165 5.94555
H 0.28364 1.23594 3.75883
H 3.18331 -0.78108 -0.14268
H 4.60448 -2.52947 -1.12163
H 4.14128 -4.91618 -0.65140
H 2.23755 -5.53855 0.79874
H 0.81010 -3.79694 1.78149
O -1.27007 -0.18795 -2.49578
H -0.52487 0.14886 -3.02371
H -2.07896 0.24072 -2.81296
C 1.64592 0.35503 -2.59929
C 2.65025 0.39596 -3.57524
C 3.13667 1.63080 -4.07688
C 4.14135 1.66578 -5.01794
C 4.68237 0.48005 -5.51510
C 4.20642 -0.74729 -5.05385
C 3.21902 -0.79567 -4.09528
H 1.20665 1.26917 -2.21871
H 1.32596 -0.59211 -2.17837
H 2.70879 2.55038 -3.69443
H 4.51688 2.61712 -5.37236
H 5.47382 0.51252 -6.25181
H 4.62030 -1.66565 -5.45004
H 2.85754 -1.74762 -3.72274

Values from the calculation:
Orbital gap (spin up / spin down)   3.495 / 3.400 eV
Lowest unoccupied orbital energy (spin up / spin down)   -5.46 / -5.47 eV
Net charge   +1

---

(3)
Computed, not measured: C4H5N3 in the gas phase at a distorted geometry, with wB97M-V/def2-TZVPD.

Positions of all 12 atoms, in Å:
C -1.58795 0.11164 0.21969
N -0.49290 -0.38274 -0.59799
C 0.79842 -0.25337 0.07795
C 1.96150 -0.77528 -0.64312
N 2.85051 -1.29647 -1.16648
C 1.07339 1.08944 0.68323
N 1.18502 2.16597 1.10013
H -1.64348 -0.42900 1.18029
H -2.51383 -0.07611 -0.32144
H -1.50236 1.18292 0.45278
H -0.51450 -0.20534 -1.57901
H 0.38619 -1.13166 0.59398

Values from the calculation:
ΔE to the lowest compared entry with this formula, charge and spin   68.6 kcal/mol
Orbital gap   10.626 eV
Lowest unoccupied orbital energy   0.51 eV